65
Properties=species:S:1:pos:R:3:forces:R:3:mulliken_charge:R:1 method="wB97M-V/def2-TZVPD" smiles="CCCOc1ccc(N2C(=O)C[C@@H](N(Cc3ccc(OC)cc3)C(=S)Nc3ccccc3)C2=O)cc1" de_lowest_kj_mol=0.0 total_charge=0 homo_ev=-8.2
C 4.809551 2.296653 -6.506720 0.1110 -0.1999 0.0064 -1.133
H 4.761646 2.704298 -5.500623 -0.0113 0.1170 0.0629 0.287
C 5.050445 0.793613 -6.447087 -0.3502 0.0642 0.2877 -0.585
C 3.963668 0.078379 -5.650073 0.1820 -0.1812 -0.4179 -0.650
O 4.080615 0.477169 -4.297281 0.0975 0.1253 0.1060 -0.371
C 3.228348 -0.042329 -3.381659 -0.1777 -0.0578 0.2915 0.781
C 2.196255 -0.933119 -3.659978 0.2408 0.1291 -0.2863 -0.418
C 1.387574 -1.402263 -2.639933 0.0035 0.0075 0.2952 -0.901
C 1.586799 -0.979480 -1.335243 0.1326 -0.0191 -0.3184 -0.250
C 2.615919 -0.088578 -1.046867 -0.0362 -0.0664 -0.0737 -0.096
C 3.428618 0.367483 -2.060474 0.0367 -0.0100 -0.2246 -0.913
H 4.243235 1.044681 -1.855794 0.0984 0.0775 0.0397 0.547
H 2.784976 0.229617 -0.031308 0.0199 0.0300 0.0695 0.603
N 0.746171 -1.455284 -0.293461 0.2711 0.0958 -0.4111 0.588
C -0.618312 -1.589545 -0.430228 -0.2538 -0.0350 0.1383 -0.928
O -1.244647 -1.370423 -1.435474 -0.0985 -0.0461 -0.1174 -0.610
C -1.181690 -2.105428 0.887536 0.0760 -0.3454 0.2006 -0.241
N -2.206412 -1.243089 1.454143 -0.3562 0.0832 0.0444 0.135
C -2.944498 -1.753214 2.476961 0.2412 -0.2474 -0.0498 0.438
S -2.793808 -3.345692 2.906470 0.0150 -0.5528 0.2479 -0.338
N -3.741562 -0.879144 3.152356 0.2898 0.7012 -0.4013 0.006
C -4.726903 -1.155881 4.106239 -0.3564 -0.1239 0.3716 0.637
C -5.500905 -2.310551 4.077269 -0.0386 -0.0023 -0.1107 -0.304
C -6.483370 -2.502210 5.030846 -0.0014 0.0727 0.0288 -0.696
C -6.716606 -1.549978 6.008136 -0.0695 0.0187 0.1159 -0.454
C -5.962861 -0.388318 6.023784 -0.0855 -0.0027 0.0375 -0.626
C -4.975665 -0.189311 5.078638 0.1299 -0.0974 -0.1433 -0.470
H -4.388515 0.719548 5.092210 0.0762 0.0699 0.0119 0.342
H -6.141942 0.366334 6.775272 -0.0092 0.0574 0.0526 0.358
H -7.484670 -1.707836 6.749850 -0.0634 -0.0136 0.0671 0.375
H -7.075321 -3.404589 5.003298 -0.0493 -0.0790 -0.0109 0.364
H -5.334485 -3.053783 3.316107 -0.0139 0.0071 -0.0077 0.420
H -3.466194 0.094395 3.129172 -0.0842 -0.1942 -0.1031 0.208
C -2.429653 0.048513 0.825034 -0.1753 0.3543 -0.1559 -1.981
C -1.194958 0.910145 0.908256 -0.0614 0.1311 -0.1204 0.828
C -0.657098 1.494725 -0.227606 -0.2060 -0.0190 0.2289 -0.810
C 0.498138 2.253746 -0.166108 0.2840 0.2927 0.0530 -0.132
C 1.146802 2.433940 1.051230 -0.2327 -0.0840 -0.0143 0.618
C 0.605268 1.852920 2.200539 0.1594 0.1105 -0.0314 -0.958
C -0.549799 1.107453 2.126348 0.0231 0.0765 -0.1240 0.127
H -0.953411 0.667640 3.028288 -0.0133 -0.0860 0.1147 0.318
H 1.114708 2.001203 3.139170 0.0695 0.0231 0.1238 0.437
O 2.290803 3.141089 1.227934 -0.1085 -0.1767 0.2645 -0.456
C 2.886717 3.752854 0.108035 0.0952 0.1212 -0.1907 -0.577
H 3.787979 4.234899 0.483110 -0.0520 -0.0182 -0.0817 0.263
H 3.157103 3.016962 -0.654919 -0.0263 0.0294 0.0069 0.091
H 2.228288 4.508821 -0.331866 0.0184 -0.0437 0.0015 0.341
H 0.887126 2.684945 -1.074193 0.0909 0.0418 -0.0798 0.430
H -1.139394 1.346979 -1.182433 -0.0284 -0.0678 -0.1135 0.321
H -3.284142 0.543793 1.290314 0.0732 -0.1310 -0.0800 0.770
H -2.691602 -0.115249 -0.226111 -0.0223 0.0950 0.1976 0.477
C 0.043108 -2.256669 1.792583 0.0026 -0.1343 0.0609 -0.676
C 1.221477 -1.809749 0.964379 -0.1847 -0.2032 0.4006 0.325
O 2.372757 -1.775785 1.298569 0.1594 0.0126 0.0487 -0.613
H 0.193728 -3.282948 2.128223 0.0346 0.0563 -0.0501 0.525
H -0.025890 -1.635829 2.686144 0.0107 -0.0307 -0.0481 0.291
H -1.646940 -3.084653 0.699418 0.1997 0.2462 -0.0755 0.912
H 0.594702 -2.095641 -2.868184 -0.0530 -0.0328 -0.0131 0.451
H 2.014253 -1.277827 -4.665072 0.0068 -0.0083 -0.0999 0.406
H 2.972396 0.348412 -6.039530 0.0427 -0.0587 0.0540 0.409
H 4.091416 -1.009828 -5.731406 -0.0831 0.1010 0.0519 0.441
H 6.012081 0.594389 -5.972279 0.0424 -0.1081 -0.0537 0.281
H 5.070760 0.375711 -7.454930 0.0318 -0.0730 0.0145 0.374
H 5.615608 2.789075 -7.044413 0.0338 0.1241 -0.0410 0.356
H 3.872214 2.513838 -7.014611 -0.0972 0.0772 -0.0478 0.306


62
Properties=species:S:1:pos:R:3:forces:R:3:mulliken_charge:R:1 method="wB97M-V/def2-TZVPD" smiles="O=C1C(=Cc2ccccc2)C(=O)c2ccccc21.COC(=O)[C@H]1CCCN1C1=CCCCC1" de_lowest_kj_mol=382.5 total_charge=0 homo_ev=-6.9
C -2.599373 2.208379 -0.040602 -0.1143 -0.0162 0.1121 -0.735
O -1.560922 2.271988 -1.026592 0.3832 0.5048 -0.0210 -0.317
C -0.472165 2.942196 -0.593866 0.0785 0.0532 1.6689 -0.370
O -0.315654 3.248494 0.578697 -0.3900 0.0908 -1.6022 -0.540
C 0.526749 3.282371 -1.693850 0.1521 -0.3610 0.6312 0.585
C 0.291971 4.768661 -2.094148 -0.4720 -0.4757 -0.1936 -0.653
C 1.527038 5.543220 -1.648682 0.2739 0.1552 0.3812 -0.622
C 2.539718 4.518153 -1.135624 0.3945 0.7021 -0.0969 -0.663
N 1.873671 3.242423 -1.139378 -0.6179 0.3610 -1.4968 0.005
C 2.413487 2.237846 -0.392522 -1.1995 -1.9667 1.5432 1.323
C 1.705579 1.164195 0.148106 1.5372 1.8649 -1.2529 -0.615
C 2.215471 0.517986 1.390043 0.1875 -0.5515 0.5132 -0.567
C 3.751013 0.658296 1.668469 -0.2101 -0.1050 0.2075 -0.888
C 4.588251 1.313723 0.567952 -0.0397 -0.1407 -0.4246 -1.039
C 3.862905 2.504152 -0.054384 0.6184 -0.1026 0.7497 -0.673
H -3.352330 1.543039 -0.450500 -0.0177 0.1367 0.0248 0.178
H -2.212701 1.821009 0.901541 -0.0645 -0.0459 -0.0905 0.376
H -3.003130 3.210486 0.137807 0.0200 -0.1696 -0.0660 0.387
H 0.371190 2.579269 -2.540050 0.2147 0.3458 0.4319 0.349
H 0.121045 4.818124 -3.175904 0.0160 0.1312 0.2856 0.384
H -0.605331 5.137172 -1.573688 0.2368 -0.0422 -0.3807 0.231
H 1.950677 6.145990 -2.453822 -0.1075 -0.0096 0.0886 0.291
H 1.298434 6.201041 -0.804353 -0.1589 0.0588 -0.3445 0.269
H 3.446918 4.499704 -1.754736 -0.1368 0.0925 0.0225 0.291
H 2.860040 4.791085 -0.114115 -0.1845 -0.0574 -0.4316 0.290
H 0.694644 0.888406 -0.177406 0.5303 0.4452 0.1114 0.071
H 1.718080 1.002810 2.262917 0.0251 -0.3638 -0.5287 0.204
H 1.891304 -0.540770 1.409054 0.3251 0.3120 0.0985 0.274
H 3.856105 1.256481 2.586046 0.0678 -0.0899 -0.2549 0.320
H 4.156735 -0.326672 1.910394 0.0332 0.0558 -0.0207 0.346
H 5.549405 1.664852 0.970821 -0.2544 -0.0979 0.0555 0.411
H 4.873290 0.628136 -0.247281 -0.3848 -0.1041 0.3514 0.386
H 4.439216 2.816428 -0.936264 -0.4045 -0.1241 -0.0248 0.400
H 3.972854 3.357035 0.637388 -0.2698 -0.2772 -0.0743 0.252
C -1.041917 -7.312296 -1.238942 0.1194 0.4651 -0.2708 -0.490
C -1.429264 -6.425987 -0.231265 0.2887 -0.0039 -0.2195 -0.343
C -1.172612 -5.071999 -0.431446 0.1020 -0.0843 -0.0634 0.094
C -0.581302 -4.566432 -1.599440 -0.4305 -0.5992 0.2656 -0.021
C -0.272443 -5.439190 -2.629162 0.0864 -0.1384 0.0436 -0.418
C -0.479998 -6.809751 -2.436217 -0.1130 0.0517 0.2965 -0.440
C -0.387968 -3.085282 -1.496013 0.7772 0.7388 0.1690 -0.082
O 0.168007 -2.323271 -2.271846 -0.7143 -1.0417 0.6367 -0.644
C -1.012646 -2.712681 -0.179368 -0.0308 0.9118 0.8556 0.183
C -1.178444 -1.459976 0.317161 0.0237 -1.5396 -0.7900 -0.260
C -2.234691 -1.221534 1.306886 -0.9158 0.3256 1.6498 0.481
C -2.047260 -1.455697 2.691133 -0.0705 0.4092 -0.5670 -0.113
C -3.070038 -1.162756 3.590894 -0.3300 0.1061 -0.0847 -0.605
C -4.303686 -0.656364 3.144519 0.2871 -0.1814 -0.3259 -0.377
C -4.526400 -0.497749 1.770853 0.1993 -0.1300 0.1107 -0.595
C -3.504335 -0.789700 0.860354 0.6188 -0.2667 0.0478 -0.388
C -1.442998 -3.977600 0.535770 -0.5762 0.0655 0.4353 0.447
O -1.854631 -4.129688 1.678266 0.4790 0.2325 -1.3840 -0.625
H -1.166683 -8.387802 -1.096226 -0.0060 0.3519 -0.1586 0.385
H -1.891743 -6.757939 0.701209 0.1856 0.0912 -0.3210 0.463
H 0.138709 -5.020774 -3.539457 0.0762 -0.2664 -0.0802 0.477
H -0.191608 -7.503061 -3.223686 -0.0950 0.1072 0.1619 0.381
H -0.609434 -0.621994 -0.073409 -0.2727 -0.0204 -0.3904 0.435
H -1.098607 -1.881004 3.036741 -0.4263 0.2728 -0.1062 0.425
H -2.925056 -1.344964 4.658394 0.0116 0.0721 -0.3570 0.354
H -5.100026 -0.419872 3.857030 0.3470 -0.1162 -0.2525 0.374
H -5.500798 -0.160413 1.402320 0.3892 -0.1212 0.1557 0.394
H -3.656310 -0.719930 -0.226523 -0.0774 0.0992 0.5707 0.565